Here is a 11-piece molecular cluster, C31H84N2O11 overall at a distorted geometry from the Open Molecules 2025 dataset. Energies are from the ωB97M-V functional and the def2-TZVPD basis.

Results
Orbital gap, eV: 9.11
Structure (SMILES): NC(N)=O.CC(C)O.CC(C)O.CC(C)O.CC(C)O.CC(C)O.CC(C)O.CC(C)O.CC(C)O.CC(C)O.CC(C)O
Relative energy (zero: lowest compared OMol25 entry of this formula, charge and spin), eV: 14.174
Multiplicity: 1
F_max, eV/Å: 15.7

Structure (XYZ):
```
128
C31H84N2O11, DFT the ωB97M-V functional and the def2-TZVPD basis
C 2.161 -3.230 2.019
O 1.096 -3.331 1.153
N 2.275 -3.950 3.136
N 3.208 -2.582 1.730
H 1.494 -4.530 3.484
H 3.076 -3.795 3.827
H 3.257 -2.053 0.874
H 4.070 -2.599 2.214
C -0.778 1.970 -4.297
C 0.176 2.709 -3.422
C -0.465 3.713 -2.519
O 0.849 1.980 -2.645
H -1.503 1.292 -3.768
H -0.280 1.279 -4.935
H -1.248 2.778 -4.870
H 0.812 3.254 -4.104
H -0.797 4.669 -2.883
H 0.302 4.044 -1.790
H -1.336 3.353 -2.061
H 0.332 1.774 -1.868
C -1.513 -3.582 -4.880
C -1.155 -2.115 -4.742
C -0.925 -1.801 -3.269
O -0.261 -1.719 -5.526
H -0.588 -4.136 -4.788
H -1.871 -3.774 -5.901
H -2.227 -4.034 -4.179
H -2.053 -1.573 -4.984
H 0.021 -2.051 -2.934
H -1.761 -2.043 -2.582
H -0.842 -0.701 -3.224
H -0.126 -0.801 -5.429
C 3.790 0.775 3.221
C 2.426 0.619 3.737
C 1.326 0.135 2.724
O 2.434 -0.335 4.558
H 3.936 -0.016 2.524
H 4.533 0.837 3.906
H 3.782 1.689 2.642
H 2.140 1.507 4.254
H 1.225 0.974 2.037
H 0.342 0.206 3.123
H 1.508 -0.869 2.238
H 2.660 0.063 5.441
C 1.522 4.219 2.169
C 2.885 4.110 1.596
C 2.773 3.227 0.403
O 3.436 5.092 1.059
H 1.049 3.245 2.257
H 1.047 4.899 1.427
H 1.587 4.661 3.176
H 3.541 3.788 2.391
H 3.777 2.904 0.104
H 2.168 3.624 -0.417
H 2.342 2.275 0.579
H 3.637 5.799 1.725
C -1.753 5.524 3.250
C -2.045 4.534 2.082
C -1.763 5.248 0.731
O -1.394 3.468 2.147
H -1.972 5.084 4.229
H -2.332 6.514 3.191
H -0.741 5.737 3.471
H -3.111 4.286 2.079
H -2.124 6.262 0.668
H -2.161 4.673 -0.125
H -0.725 5.153 0.393
H -1.834 2.766 2.661
C 3.380 -0.019 -0.556
C 3.045 -1.290 -1.288
C 2.682 -1.096 -2.812
O 3.952 -2.058 -1.258
H 3.534 -0.074 0.500
H 2.606 0.699 -0.820
H 4.329 0.426 -0.990
H 2.199 -1.783 -0.815
H 1.729 -0.559 -2.898
H 2.418 -2.002 -3.341
H 3.465 -0.623 -3.403
H 3.733 -2.737 -1.890
C 2.859 -5.196 -0.713
C 1.482 -5.501 -1.276
C 0.944 -4.457 -2.231
O 1.342 -6.590 -1.829
H 3.712 -5.374 -1.321
H 3.087 -5.765 0.166
H 2.920 -4.184 -0.410
H 0.773 -5.594 -0.462
H -0.030 -4.738 -2.679
H 1.652 -4.076 -2.993
H 0.743 -3.598 -1.594
H 2.010 -6.821 -2.519
C -2.242 1.015 -0.865
C -1.100 0.720 0.089
C -0.158 -0.289 -0.420
O -0.445 1.782 0.400
H -1.712 1.278 -1.730
H -2.909 1.771 -0.475
H -3.005 0.289 -1.017
H -1.458 0.393 0.988
H 0.240 0.031 -1.348
H -0.666 -1.267 -0.548
H 0.604 -0.555 0.274
H -0.941 2.435 0.892
C -3.924 -3.380 -1.159
C -3.057 -3.350 0.073
C -1.708 -3.963 -0.312
O -2.915 -2.262 0.692
H -5.000 -3.331 -1.000
H -3.802 -4.380 -1.658
H -3.685 -2.597 -1.949
H -3.475 -3.989 0.848
H -1.775 -4.715 -1.061
H -1.397 -4.633 0.386
H -0.866 -3.334 -0.605
H -3.720 -2.096 1.112
C -4.753 1.984 4.152
C -3.926 1.066 3.265
C -4.417 1.114 1.818
O -2.700 1.317 3.200
H -4.945 2.986 3.701
H -4.279 2.008 5.119
H -5.724 1.539 4.222
H -4.076 0.074 3.685
H -5.339 0.590 1.779
H -3.800 0.568 1.105
H -4.599 2.108 1.361
H -2.219 0.982 3.954
```

Here is a 11-piece molecular cluster, C31H84O11 overall at a distorted geometry from the Open Molecules 2025 dataset. Energies are from the ωB97M-V functional and the def2-TZVPD basis.

Results
Orbital gap, eV: 9.84
Structure (SMILES): CC(C)O.CC(C)O.CC(C)O.CCOCC.CCOCC.CCOCC.CCO.CCO.CCO.CCO.CCO
Relative energy (zero: lowest compared OMol25 entry of this formula, charge and spin), eV: 5.298
Multiplicity: 1
F_max, eV/Å: 2.5

Structure (XYZ):
```
126
C31H84O11, DFT the ωB97M-V functional and the def2-TZVPD basis
C -3.423 4.961 -7.818
C -2.767 3.902 -6.946
O -2.753 2.632 -7.631
C -4.018 2.011 -7.771
C -3.875 0.540 -8.147
H -3.094 5.926 -7.432
H -3.170 4.941 -8.878
H -4.494 4.808 -7.688
H -1.743 4.269 -6.885
H -3.200 3.736 -5.960
H -4.696 2.061 -6.919
H -4.467 2.584 -8.583
H -3.143 0.404 -8.944
H -4.811 0.076 -8.457
H -3.412 -0.011 -7.328
C 7.588 3.058 -11.322
C 7.600 1.902 -10.283
O 6.786 2.300 -9.206
C 6.455 1.244 -8.299
C 5.419 1.684 -7.212
H 8.277 2.894 -12.151
H 6.594 3.151 -11.758
H 7.959 3.947 -10.812
H 7.140 1.046 -10.777
H 8.595 1.575 -9.981
H 6.067 0.381 -8.840
H 7.403 0.971 -7.836
H 5.448 2.743 -6.956
H 5.417 1.088 -6.299
H 4.425 1.514 -7.627
C 2.428 7.015 4.491
C 1.947 5.877 5.438
O 3.088 5.563 6.184
C 2.933 4.398 6.960
C 4.171 4.231 7.843
H 3.192 6.633 3.814
H 1.641 7.356 3.818
H 2.819 7.871 5.041
H 1.129 6.164 6.098
H 1.651 5.036 4.811
H 2.034 4.348 7.576
H 2.906 3.518 6.318
H 4.061 3.288 8.379
H 4.278 5.015 8.592
H 5.085 4.158 7.254
C 2.748 -6.226 -3.925
C 2.344 -7.361 -3.007
C 2.243 -8.683 -3.737
O 3.313 -7.399 -1.988
H 1.962 -6.045 -4.658
H 3.691 -6.418 -4.437
H 2.768 -5.271 -3.399
H 1.411 -7.145 -2.486
H 1.774 -9.473 -3.150
H 3.263 -8.915 -4.043
H 1.621 -8.657 -4.631
H 3.219 -8.147 -1.394
C -7.249 6.226 -0.803
C -6.678 6.688 0.532
C -5.683 5.761 1.148
O -6.109 8.010 0.408
H -6.584 6.426 -1.643
H -8.197 6.697 -1.065
H -7.439 5.154 -0.764
H -7.469 6.757 1.279
H -4.981 5.501 0.355
H -6.113 4.870 1.606
H -5.117 6.329 1.887
H -5.508 8.194 1.133
C -1.166 -0.368 -1.191
C -1.047 -0.845 0.261
C -0.626 0.239 1.228
O -2.240 -1.455 0.678
H -0.237 0.101 -1.516
H -1.942 0.391 -1.289
H -1.394 -1.261 -1.772
H -0.222 -1.555 0.314
H -0.720 -0.110 2.256
H -1.229 1.142 1.129
H 0.412 0.540 1.080
H -2.949 -1.088 0.146
C -8.564 -3.254 -2.161
C -7.810 -2.029 -2.551
O -7.557 -1.170 -1.455
H -8.826 -3.900 -2.999
H -9.507 -2.924 -1.725
H -8.030 -3.855 -1.426
H -8.310 -1.535 -3.384
H -6.812 -2.279 -2.913
H -8.393 -1.000 -1.015
C 6.665 1.458 1.987
C 6.704 -0.072 1.832
O 7.046 -0.728 3.076
H 6.477 1.973 1.045
H 7.635 1.839 2.306
H 5.936 1.727 2.751
H 7.409 -0.300 1.033
H 5.693 -0.389 1.575
H 6.246 -0.961 3.552
C 3.202 -5.549 6.178
C 4.035 -4.665 7.114
O 3.770 -3.315 6.837
H 3.534 -5.551 5.140
H 2.191 -5.141 6.173
H 3.176 -6.557 6.592
H 5.084 -4.834 6.873
H 3.891 -5.004 8.140
H 2.948 -3.005 7.224
C -5.637 -6.164 3.672
C -4.940 -6.092 5.015
O -4.008 -5.075 4.981
H -6.223 -5.273 3.446
H -6.255 -7.060 3.619
H -4.969 -6.273 2.817
H -4.463 -7.062 5.152
H -5.660 -5.839 5.793
H -3.859 -4.789 4.076
C 0.138 -1.996 11.887
C -0.553 -2.673 10.702
O -0.665 -1.845 9.597
H -0.344 -1.027 12.018
H 1.186 -1.804 11.655
H -0.080 -2.512 12.822
H -1.578 -2.878 11.012
H -0.104 -3.656 10.559
H -1.159 -2.375 8.967
```

- The lowest F_max belongs to which entry?
  C31H84O11

- Number 1 is which compound?
  C31H84N2O11

- Look up the orbital gap of the first one.
  9.11 eV